Computed, not measured: a structure of composition C35H46Br4F6O5 at a distorted geometry, with the ωB97M-V functional and the def2-TZVPD basis.

Summary:
LUMO energy ... -1.36 eV
Frontier orbital gap ... 8.3 eV
Multiplicity ... 1
E_tot ... -12632.631319 hartree
E_HOMO ... -9.63 eV
Charge ... 0

Each line ends with the Löwdin charge.
Geometry (Å):
C  5.8856  -2.1737  0.5406  -0.1006
C  6.3841  -1.5983  -0.7989  -0.2622
C  6.4385  -0.0641  -0.8391  -0.2194
C  5.2053  0.5792  -1.4898  -0.2131
C  4.8041  1.9218  -0.8548  -0.2198
C  4.0889  2.8273  -1.8576  -0.2141
C  3.2256  3.9069  -1.1695  -0.1926
C  1.7336  3.5416  -1.3196  -0.1950
C  0.8766  4.2379  -0.2590  -0.1725
C  -0.4555  3.5302  0.0627  -0.1100
C  -0.3642  2.0311  0.0812  -0.0907
C  0.3110  1.3318  1.0008  -0.0633
C  1.0161  1.9542  2.1670  -0.0677
O  0.1344  2.4172  3.2245  -0.0449
C  -1.0472  1.7533  3.3667  -0.7045
C  -2.3211  2.4290  2.9302  0.0161
O  -1.1345  0.6481  3.8237  -0.0503
C  0.3985  -0.1597  0.9156  -0.2466
O  0.8095  -0.7887  1.8671  0.1469
C  0.0093  -0.8185  -0.3667  0.0151
C  0.3798  -2.1226  -0.6410  -0.1536
F  1.1403  -2.7632  0.2454  0.1095
C  0.0047  -2.7773  -1.7971  -0.1166
C  0.3780  -4.1905  -2.1928  -0.1238
C  0.8634  -5.1430  -1.0998  -0.1730
C  -0.1963  -5.4357  -0.0256  -0.0589
C  0.3314  -5.5528  1.3964  -0.4415
F  -0.0324  -4.4650  2.1218  0.1195
F  1.6776  -5.6487  1.4631  0.1260
C  -0.2361  -6.7769  2.1606  -0.5689
F  0.4364  -7.8798  1.8206  0.1692
F  -1.5312  -6.9589  1.9009  0.1682
F  -0.0961  -6.6051  3.4724  0.1782
C  -0.7573  -2.0456  -2.6956  0.0330
C  -1.1344  -0.7351  -2.4850  -0.1386
C  -1.9355  -0.0610  -3.5698  -0.0680
C  -3.4184  0.0307  -3.1254  -0.3360
C  -4.4403  -0.2168  -4.1892  -0.0165
O  -4.1330  1.1223  -3.5617  -0.0742
C  -0.7442  -0.1028  -1.3033  -0.0227
C  -1.0884  1.3090  -1.0128  -0.2380
O  -1.9372  1.9038  -1.6500  0.1257
H  6.4144  -3.0923  0.7890  0.0639
H  4.8347  -2.4533  0.4639  0.0599
H  6.0122  -1.4664  1.3566  0.0656
H  7.3915  -1.9829  -0.9644  0.0940
H  5.7766  -1.9984  -1.6111  0.0986
H  7.3145  0.1991  -1.4337  0.1045
H  6.6150  0.3200  0.1662  0.1012
H  5.4646  0.8040  -2.5274  0.1084
H  4.3632  -0.1146  -1.4990  0.1083
H  4.1641  1.6873  0.0013  0.1097
H  5.7163  2.3947  -0.4886  0.1132
H  4.8524  3.2759  -2.4941  0.1109
H  3.4649  2.1840  -2.4811  0.1041
H  3.4558  3.8537  -0.1050  0.0981
H  3.4167  4.8967  -1.5772  0.1103
H  1.6976  2.4548  -1.2363  0.1009
H  1.4213  3.8424  -2.3198  0.1225
H  1.4634  4.4411  0.6341  0.0958
H  0.6197  5.2232  -0.6528  0.1169
H  -1.2532  3.8671  -0.5906  0.1168
H  -0.7590  3.8442  1.0635  0.1063
H  1.5812  2.8317  1.8707  0.1180
H  1.7222  1.2531  2.6037  0.1334
H  -3.0640  2.2890  3.7082  0.0847
H  -2.6423  1.9576  2.0026  0.0946
H  -2.1769  3.4910  2.7419  0.0797
H  1.1528  -4.1278  -2.9583  0.1289
H  -0.5059  -4.6313  -2.6580  0.1231
H  1.1385  -6.0805  -1.5823  0.1187
H  1.7911  -4.7640  -0.6848  0.1055
H  -1.0071  -4.7120  -0.0662  0.1365
H  -0.6402  -6.3992  -0.2752  0.1254
H  -1.0765  -2.5198  -3.6146  0.1312
H  -1.9584  -0.6641  -4.4705  0.1131
H  -1.6306  0.9658  -3.7435  0.1248
H  -3.6630  -0.3561  -2.1381  0.1511
H  -4.2923  0.1346  -5.1996  0.1210
H  -5.4112  -0.5049  -3.8123  0.0257
Br  -1.3463  1.5261  9.7257  0.6025
C  -1.1100  3.1064  8.6170  -0.6995
C  -1.8315  2.9751  7.3005  -0.6445
Br  -0.9289  1.7991  6.0242  0.9419
H  -0.0413  3.2436  8.4908  0.0488
H  -1.5148  3.9296  9.2020  0.0535
H  -1.8747  3.9422  6.8030  0.0588
H  -2.8350  2.5794  7.4178  0.0491
Br  -9.8007  1.0114  -5.1571  0.6078
C  -9.3987  0.8945  -3.2588  -0.7000
C  -8.0184  0.3486  -3.0129  -0.6908
Br  -7.9449  -1.5788  -3.2915  0.6256
H  -10.1748  0.2833  -2.8108  0.0489
H  -9.4734  1.9124  -2.8834  0.0584
H  -7.7286  0.5009  -1.9758  0.0640
H  -7.2716  0.7909  -3.6648  0.0405